(1)
{"formula": "C13H27N4", "method": "wB97M-V/def2-TZVPD", "elements": ["H", "H", "C", "C", "H", "C", "H", "H", "N", "H", "C", "H", "H", "H", "H", "N", "H", "C", "C", "H", "C", "H", "C", "H", "H", "H", "H", "N", "H", "H", "H", "H", "H", "H", "H", "C", "C", "H", "C", "C", "N", "C", "H", "H"], "xyz": [[1.98723, 3.61462, -1.64521], [0.73148, -0.73891, -0.77736], [0.26649, -0.20856, -1.60038], [-0.49599, -0.96739, 1.79134], [0.23109, -0.89072, -2.44972], [-2.99335, 0.08970, -0.20798], [0.42045, -0.52491, 1.41121], [-3.82088, -0.06867, 1.74759], [-1.84352, 0.98864, -1.75636], [2.01475, 2.43967, 2.07192], [1.02698, 1.06786, -1.93558], [-0.77057, -2.62713, -1.14208], [-4.89705, 0.54075, 0.49852], [-1.39506, -3.66075, 0.10469], [-0.25534, -1.73204, 2.52632], [-1.12306, 0.07647, -1.20592], [0.50774, 3.47177, -0.69494], [1.57650, 3.23228, -0.70942], [-1.34390, -1.59732, 0.68960], [3.31846, 3.71205, 0.44637], [0.67573, -3.22717, 0.31773], [0.59258, 3.47473, 1.82216], [1.68317, 3.44868, 1.82847], [-2.27147, -1.93518, 1.14658], [2.76064, 1.43307, -0.70500], [-1.08394, -0.20876, 2.30614], [1.88193, -4.97330, -0.10080], [-3.00428, 1.01592, -1.15897], [1.74501, -3.88953, -1.45348], [2.11720, 4.98381, 0.38952], [0.35581, 1.78640, -2.39990], [1.36313, -2.38308, 0.26968], [-4.51634, -1.19425, 0.55904], [0.66752, -3.60381, 1.33879], [1.26527, 1.30662, 0.20428], [1.70573, 1.71167, -0.70967], [-4.12273, -0.19136, 0.70816], [1.76785, 0.80363, -2.68724], [-0.74661, -2.80329, -0.06680], [1.18458, -4.32594, -0.62767], [-1.81441, -0.52521, -0.22778], [2.24467, 3.90598, 0.48416], [2.03364, 4.10469, 2.62244], [0.37287, -4.93176, -1.02248]], "atomic_forces_ev_per_a": [[0.0, 0.1, 0.0], [0.0, 0.0, 0.1], [0.3, -0.1, -0.4], [-0.3, -0.1, 0.0], [-0.2, 0.0, 0.0], [-0.3, -0.1, 0.1], [0.1, 0.0, 0.1], [0.0, -0.1, 0.0], [0.0, 0.1, -0.1], [-0.1, -0.1, 0.1], [0.2, 0.1, 0.3], [-0.1, 0.0, -0.1], [-0.1, -0.1, 0.0], [-0.1, 0.0, -0.1], [0.1, 0.0, 0.0], [0.2, -0.1, 0.4], [0.0, 0.1, -0.1], [-0.1, -0.2, 0.1], [0.2, -0.1, 0.2], [0.1, 0.0, 0.0], [-0.3, -0.2, -0.3], [-0.1, 0.0, 0.0], [0.2, 0.1, -0.1], [-0.1, 0.1, 0.0], [0.1, -0.1, 0.1], [0.1, 0.1, 0.0], [0.0, -0.1, 0.0], [-0.3, 0.3, -0.2], [-0.2, 0.0, -0.2], [0.0, 0.1, 0.0], [-0.1, -0.1, -0.1], [0.1, 0.0, 0.2], [0.0, -0.1, 0.0], [0.1, 0.1, 0.1], [0.0, 0.0, 0.1], [-0.1, 0.0, -0.2], [0.1, 0.2, 0.0], [0.0, 0.0, -0.1], [0.3, 0.0, -0.1], [0.3, 0.3, 0.3], [0.0, -0.1, 0.0], [0.0, -0.1, -0.1], [0.0, 0.0, 0.1], [0.0, -0.1, 0.0]], "lowdin_charge": [0.119, 0.096, -0.079, -0.010, 0.140, -0.280, 0.070, 0.098, 0.138, 0.063, -0.157, 0.108, 0.100, 0.126, 0.100, -0.036, 0.115, -0.226, -0.249, 0.111, -0.254, 0.074, -0.111, 0.138, 0.125, 0.092, 0.079, 0.140, 0.076, 0.109, 0.104, 0.094, 0.103, 0.113, 0.083, -0.200, 0.026, 0.125, -0.152, -0.084, 0.080, -0.259, 0.074, 0.078], "charge": 1, "homo_ev": -13.950, "gap_ev": 10.388, "smiles": "CCCCCCn1nnc(C)[n+]1[C@H](C)CCC"}

(2)
{"formula": "C13H14ClNOsS", "method": "wB97M-V/def2-TZVPD", "elements": ["C", "H", "H", "H", "H", "Cl", "C", "C", "C", "Os", "C", "C", "H", "N", "C", "C", "H", "C", "C", "H", "H", "C", "H", "H", "H", "C", "C", "S", "H", "H", "H"], "xyz": [[0.81902, 1.31523, 1.83286], [-1.96651, -0.50872, 2.53555], [-0.13283, 0.56699, 4.65237], [2.60646, -2.32430, 1.06096], [-0.00893, -1.08136, 4.07711], [0.40302, -2.77122, 1.80531], [0.35103, -0.06777, 3.90325], [1.81470, -1.75880, 1.54277], [-0.98914, 1.88478, 0.32548], [0.62454, -0.63325, 0.24252], [-0.03554, 0.45214, 2.56112], [0.47370, -1.19909, -2.51863], [-0.54304, -0.68020, -5.67463], [-0.13254, -0.18119, -1.87614], [0.32990, 2.04953, 0.73798], [-1.79446, 0.91544, 0.93489], [0.97007, 2.77628, 0.25400], [-1.31815, 0.19484, 2.02736], [-0.86633, 0.67208, -2.59411], [1.42255, -0.00381, 4.08585], [0.84107, -2.27980, -4.33246], [-0.42606, -0.54433, -4.60781], [2.16182, -1.30489, 2.46527], [1.79839, 1.54943, 2.23375], [-1.33149, 1.49227, -2.06962], [0.34915, -1.43476, -3.87085], [-1.03249, 0.52224, -3.96169], [1.44316, -2.11560, -1.39446], [-1.63284, 1.23656, -4.50662], [-2.80171, 0.74088, 0.57798], [-1.39647, 2.52036, -0.44935]], "atomic_forces_ev_per_a": [[-0.2, 0.1, 0.1], [0.0, 0.0, 0.0], [0.0, 0.0, 0.0], [0.0, 0.0, 0.0], [0.0, 0.0, 0.0], [-0.3, -0.4, 0.2], [0.0, -0.1, 0.1], [0.2, 0.1, -0.3], [0.0, 0.1, 0.1], [0.4, -0.4, -0.9], [0.0, 0.1, -0.2], [-0.1, 0.1, -0.3], [0.0, 0.0, 0.0], [0.2, -0.2, 0.3], [0.0, 0.0, 0.0], [0.0, 0.0, 0.0], [0.0, 0.0, 0.0], [0.0, 0.1, 0.0], [-0.2, 0.1, -0.1], [0.0, 0.0, 0.0], [0.0, 0.0, 0.0], [0.0, 0.0, 0.1], [-0.1, 0.1, 0.0], [0.1, -0.1, -0.1], [0.0, -0.1, -0.1], [0.0, 0.0, 0.1], [0.0, 0.0, 0.0], [-0.1, 0.6, 1.0], [0.0, 0.0, 0.0], [0.0, 0.0, 0.0], [0.0, 0.0, 0.1]], "mulliken_spin": [0.013, -0.005, 0.001, -0.021, -0.001, 0.211, 0.006, -0.019, 0.079, 3.174, -0.020, -0.023, -0.001, 0.046, 0.015, 0.044, 0.002, 0.106, 0.026, 0.002, 0.001, 0.004, 0.002, -0.008, 0.013, 0.042, 0.018, 0.286, 0.002, 0.004, 0.001], "relative_energy_kj_mol": 47.0, "charge": 2, "multiplicity": 5, "homo_ev": [-15.922, -16.010], "gap_ev": [8.072, 6.083]}

(3)
{"formula": "C3H8S2", "method": "wB97M-V/def2-TZVPD", "elements": ["H", "H", "H", "H", "S", "C", "H", "C", "C", "H", "S", "H", "H"], "xyz": [[-0.13752, 0.84005, 1.02175], [-0.20027, 1.57004, -0.52057], [-2.80112, 0.03394, -1.03759], [-1.79355, 0.84822, 1.59471], [-0.66748, -0.87399, -0.63599], [-2.05077, -0.57387, 0.26328], [1.73871, 0.72666, -1.43938], [0.19133, 0.66885, -0.16025], [1.66456, 0.53326, -0.36035], [2.47034, 1.30138, 0.30768], [2.52467, -0.95760, 0.02274], [-2.55370, -2.19040, 1.28108], [1.61478, -1.92656, -0.33710]], "atomic_forces_ev_per_a": [[0.9, -0.9, -2.4], [-0.6, 1.1, -1.4], [0.6, -1.6, 4.3], [-0.4, -2.6, -2.3], [2.2, 0.3, 0.3], [-3.9, 1.6, 0.1], [0.9, 0.3, 0.2], [-0.2, -0.9, 4.9], [2.4, 2.4, 0.1], [-3.0, -1.6, -2.2], [0.0, -1.7, 0.4], [0.6, 3.0, -2.0], [0.5, 0.8, 0.1]], "lowdin_charge": [0.059, 0.051, 0.143, 0.197, 0.612, -0.610, 0.055, -0.590, -0.725, 0.154, 0.656, 0.163, -0.166], "relative_energy_kj_mol": 1106.7, "homo_ev": -8.500, "gap_ev": 7.133}

(4)
{"formula": "C5H14NO4P2", "method": "wB97M-V/def2-TZVPD", "elements": ["C", "H", "H", "C", "H", "H", "H", "H", "H", "P", "O", "P", "C", "N", "H", "H", "C", "H", "C", "H", "O", "H", "H", "O", "O", "H"], "xyz": [[-2.02063, 0.14878, 0.27228], [-1.02423, -2.05938, 1.26665], [0.34203, -0.95481, 0.96753], [-0.85299, 1.16490, 2.07558], [2.08715, 3.02404, -4.01628], [1.98034, -0.19998, -3.43262], [3.68208, 1.19092, 0.02776], [-2.78294, 0.92640, 0.31768], [-0.17749, -1.31016, 2.63220], [1.22112, 1.59180, -2.00315], [3.81459, 1.94487, -4.11592], [2.91551, 0.01645, -0.13431], [-0.52849, -1.15027, 1.61127], [-1.48223, -0.05790, 1.60636], [0.42791, 0.52210, -4.02043], [-1.60231, 1.95522, 2.11840], [2.77570, 2.28017, -3.58448], [-0.03879, 1.48970, 1.41424], [1.35829, 0.68381, -3.48782], [3.49798, -0.17252, -1.40174], [2.67510, 2.31778, -2.14195], [-2.48263, -0.77581, -0.07712], [-1.25092, 0.46086, -0.44727], [0.11586, 2.51595, -1.73491], [1.50003, 0.68741, -0.59855], [-0.45482, 1.00214, 3.07861]], "atomic_forces_ev_per_a": [[0.0, 0.0, 0.0], [0.0, 0.0, 0.0], [0.0, -0.1, 0.0], [0.0, -0.1, 0.0], [0.2, -0.1, 0.0], [0.3, 0.0, 0.0], [0.2, 0.1, 0.2], [0.0, 0.0, -0.1], [0.0, -0.1, 0.0], [1.2, -1.1, 0.3], [0.2, 0.1, 0.2], [0.0, 0.1, 0.0], [0.0, 0.0, 0.0], [-0.1, 0.0, 0.1], [-0.1, 0.0, -0.1], [0.0, 0.1, 0.0], [0.2, 0.0, -0.8], [0.0, 0.1, 0.0], [-0.6, 0.7, 1.1], [0.2, -0.3, -0.2], [-0.5, -0.3, -0.1], [0.0, 0.0, 0.0], [-0.1, 0.0, 0.0], [-0.6, 0.1, 0.0], [-0.5, 0.5, -0.7], [0.0, 0.0, 0.0]], "lowdin_charge": [-0.117, 0.076, 0.041, -0.123, 0.115, 0.012, -0.108, 0.079, 0.075, 0.374, -0.041, 0.752, -0.132, -0.330, 0.002, 0.077, -0.528, 0.074, -0.181, -0.107, -0.235, 0.075, 0.066, -0.314, -0.675, 0.074], "relative_energy_kj_mol": 0.0, "charge": -1, "homo_ev": -3.972, "gap_ev": 7.492}

(5)
{"formula": "C35H43Cl2CoN2O4PSSbSe", "method": "wB97M-V/def2-TZVPD", "elements": ["H", "N", "H", "C", "C", "H", "H", "H", "C", "H", "Co", "N", "H", "C", "C", "C", "C", "Sb", "H", "O", "H", "H", "C", "C", "O", "S", "C", "C", "H", "C", "H", "C", "C", "C", "H", "C", "C", "Se", "H", "C", "H", "H", "C", "H", "C", "C", "C", "H", "H", "H", "H", "H", "H", "C", "H", "H", "H", "C", "C", "O", "H", "Cl", "H", "C", "H", "H", "H", "H", "C", "H", "H", "O", "C", "H", "C", "C", "P", "H", "C", "H", "H", "C", "H", "Cl", "C", "H", "H", "C", "C", "H", "H"], "xyz": [[-3.58435, 0.93532, -3.17632], [1.21069, -1.84648, -1.83257], [-3.87156, -3.00917, -2.16537], [-1.02723, 2.67829, 4.00121], [-3.99254, 1.60236, 0.47126], [0.90924, 2.79673, -0.90766], [1.45329, -6.29588, -0.88554], [-1.78266, 3.30187, 5.90404], [-0.42063, 1.64450, 3.28427], [-0.82770, 3.46644, -2.65968], [0.64131, -0.75547, -0.34258], [2.11608, -2.36999, -4.18587], [-3.52872, -2.10496, -3.61685], [1.05558, 3.13278, 1.21567], [-1.38535, -3.22646, 2.22079], [-4.27019, 2.88261, -0.00251], [-1.01479, 1.29646, 5.96683], [2.71787, -1.28975, 0.89283], [-2.23734, -1.53947, -0.88037], [0.50093, 0.51498, 1.01960], [0.34675, -0.36257, 3.35101], [-1.94287, 1.68584, -4.90103], [-3.26410, 3.83363, -0.07705], [-1.69269, 2.23471, 0.80102], [0.88348, -2.39725, 2.23513], [-1.57666, -0.13810, -2.63052], [-0.18650, -2.47186, 1.63795], [-2.75004, -1.24762, -1.79773], [0.06973, 2.16136, -3.44092], [1.59924, -5.46369, -1.56346], [3.73074, 5.76464, 0.34047], [2.10990, -5.73859, -2.87757], [-1.88869, -3.35374, -2.94445], [-2.60379, 1.32216, -2.88885], [2.33983, -6.76231, -3.14064], [-0.42407, 0.26482, 5.25256], [-0.72287, 2.89910, -3.58710], [1.61020, -0.92771, -3.34398], [2.63106, 4.48692, -1.46480], [1.40062, 3.35901, -0.12102], [3.96019, -3.43001, -0.15079], [-1.24670, 1.16211, 7.01548], [2.36299, 4.30305, -0.43261], [-4.78746, 0.87024, 0.54777], [-2.70950, 1.27887, 0.87560], [3.10117, -0.44853, 2.77853], [1.68333, 3.84654, 2.23210], [4.52491, -3.09810, 1.50577], [-0.19625, -0.67427, 5.74034], [-5.27928, 3.14045, -0.29864], [-3.48408, 4.83088, -0.43570], [4.12056, -0.51837, -1.32249], [3.13295, 5.35464, 2.69839], [2.29878, -4.74884, -3.77653], [2.97509, -3.93432, 1.25410], [0.87909, -4.03415, -0.16518], [4.98489, -0.04973, 0.15663], [-2.04340, 2.24279, -3.96640], [3.64853, -3.17797, 0.86097], [-0.44616, -1.95287, 0.48002], [-2.79573, 3.01197, -4.15111], [-1.26659, -3.39196, 3.95713], [-3.63613, -0.66916, -1.53910], [-1.31583, 2.50291, 5.34344], [-1.28392, 3.61206, 3.51245], [-1.19312, 4.26542, 0.28852], [3.60535, 0.91966, -0.39977], [1.43026, 3.66362, 3.26870], [-0.12179, 0.43598, 3.90890], [-1.42901, -3.67572, -2.00510], [-1.12858, -2.84338, -3.54378], [-0.55867, 0.30084, -1.54545], [1.46935, -3.13355, -2.05783], [-2.49364, 0.29049, 1.26911], [1.97896, -3.40753, -3.38878], [2.98176, 5.02262, 0.58582], [-0.11211, 1.82421, 1.53698], [4.18153, -0.47282, 2.92702], [4.00678, -0.09295, -0.32659], [2.75542, 0.58253, 2.79466], [-0.39588, 3.58467, -4.36775], [1.28655, -4.21211, -1.14705], [-2.19026, -4.24372, -3.49482], [-1.46855, -4.80551, 1.40300], [-3.08684, -2.44877, -2.67711], [2.60297, -1.02835, 3.54959], [-2.68191, 1.80083, -1.91143], [-1.97266, 3.51422, 0.33030], [2.64596, 4.79491, 1.91094], [2.67805, -4.92816, -4.77341], [-2.30257, -2.69916, 1.98496]], "atomic_forces_ev_per_a": [[0.0, 0.0, 0.0], [0.0, -0.2, -0.2], [0.0, 0.0, 0.0], [0.0, 0.0, 0.0], [0.0, 0.0, 0.0], [0.0, 0.0, -0.1], [0.0, 0.0, 0.0], [0.0, 0.0, 0.0], [0.0, -0.1, 0.0], [0.0, 0.0, 0.0], [0.3, 0.1, -0.3], [0.1, 0.0, 0.0], [0.0, 0.0, 0.0], [0.0, 0.0, 0.0], [0.1, 0.0, 0.0], [0.0, 0.0, 0.0], [0.0, 0.0, 0.0], [0.1, 0.1, 0.0], [0.0, -0.1, 0.0], [-0.2, 0.2, 0.2], [0.0, 0.0, 0.0], [0.0, 0.0, 0.0], [0.0, 0.0, 0.0], [0.0, 0.0, 0.0], [-0.3, -0.2, -0.2], [-0.1, 0.0, 0.0], [0.2, 0.2, -0.1], [0.0, 0.1, 0.0], [0.0, 0.0, 0.0], [0.0, 0.0, 0.0], [0.0, 0.0, 0.0], [0.0, 0.0, 0.0], [0.0, 0.0, 0.0], [0.0, -0.1, -0.1], [0.0, 0.0, 0.0], [0.0, 0.0, 0.0], [0.0, 0.0, 0.0], [0.0, 0.1, -0.1], [0.0, 0.0, 0.0], [0.0, 0.0, 0.0], [0.0, 0.0, 0.0], [0.0, 0.0, 0.0], [0.0, 0.0, 0.0], [0.0, 0.0, 0.0], [0.0, 0.0, 0.0], [0.0, 0.0, 0.0], [0.0, 0.0, 0.0], [0.0, 0.0, 0.0], [0.0, 0.0, 0.0], [0.0, 0.0, 0.0], [0.0, 0.0, 0.0], [0.0, 0.0, 0.0], [0.0, 0.0, 0.0], [0.0, 0.0, 0.0], [0.0, 0.0, 0.0], [0.0, 0.0, 0.0], [0.0, 0.0, 0.0], [0.0, 0.0, 0.0], [0.0, 0.0, 0.1], [-0.1, -0.5, 0.5], [0.0, 0.0, 0.0], [0.0, 0.0, 0.0], [0.0, 0.0, 0.1], [0.0, 0.0, 0.0], [0.0, 0.0, 0.0], [0.0, 0.0, 0.0], [0.0, 0.0, 0.0], [0.0, 0.0, 0.0], [0.0, 0.1, 0.1], [0.0, 0.0, 0.0], [0.0, 0.0, 0.0], [0.0, 0.1, 0.0], [0.0, 0.1, 0.0], [0.0, 0.0, 0.0], [-0.1, -0.1, 0.1], [0.0, 0.0, 0.0], [0.2, -0.1, 0.0], [0.0, 0.0, 0.0], [0.0, 0.0, 0.0], [0.0, 0.0, 0.0], [0.0, 0.0, 0.0], [-0.1, 0.0, 0.0], [0.0, 0.0, 0.0], [0.0, 0.1, 0.0], [0.0, 0.0, 0.0], [0.0, 0.0, 0.0], [0.0, 0.0, 0.0], [0.0, 0.0, -0.1], [0.0, 0.0, 0.0], [0.0, 0.0, 0.0], [0.0, 0.0, 0.0]], "lowdin_charge": [0.111, -0.304, 0.122, -0.071, -0.070, 0.095, 0.126, 0.118, -0.281, 0.070, 0.352, -0.187, 0.117, -0.286, -0.998, -0.058, -0.043, 1.547, 0.074, -0.421, 0.068, 0.114, -0.054, -0.278, -0.088, 1.000, -0.708, -0.310, 0.049, -0.017, 0.119, -0.031, -0.092, -0.313, 0.122, -0.052, -0.097, 1.215, 0.115, -0.092, 0.025, 0.119, -0.055, 0.118, -0.077, -0.218, -0.053, 0.035, 0.110, 0.120, 0.119, -0.002, 0.119, 0.012, 0.022, 0.073, 0.029, -0.269, -0.225, -0.120, 0.122, 0.690, 0.089, -0.048, 0.120, 0.112, 0.009, 0.109, -0.069, 0.067, 0.057, -0.607, -0.331, 0.114, -0.355, -0.046, 0.890, 0.036, -0.248, 0.016, 0.087, -0.051, 0.090, 0.662, -0.267, 0.025, 0.070, -0.064, -0.047, 0.131, 0.068], "relative_energy_kj_mol": 0.0, "charge": 2, "homo_ev": [-14.192, -14.193], "gap_ev": [7.736, 7.527]}

(6)
{"formula": "C3H4NiO4", "method": "wB97M-V/def2-TZVPD", "elements": ["O", "C", "H", "H", "O", "O", "O", "H", "C", "C", "Ni", "H"], "xyz": [[2.05713, 0.45016, 0.50938], [1.71880, -0.59949, -0.13199], [-1.92217, 2.07126, -0.47689], [-1.10603, 2.03125, -0.41677], [2.64225, -1.35509, -0.59103], [0.48849, -0.96156, -0.29133], [-2.80895, 0.14606, -0.49325], [-0.29362, 0.54386, 0.96849], [-0.57767, -0.13714, 0.16762], [-1.85308, -0.62474, -0.05845], [3.78134, -0.09850, 0.19357], [-2.12651, -1.46606, 0.62065]], "atomic_forces_ev_per_a": [[-2.4, 0.3, 0.1], [2.4, 0.2, 0.5], [2.3, 0.1, 0.1], [-2.1, 0.6, -0.2], [-1.9, -0.4, -0.4], [-3.2, -0.1, 0.1], [3.5, -3.8, 1.5], [-0.2, 0.1, -0.5], [4.6, 0.0, -0.3], [-6.5, 3.0, 0.1], [3.5, 0.6, 0.4], [-0.1, -0.6, -1.2]], "mulliken_spin": [0.074, -0.010, 0.023, -0.008, 0.083, 0.029, 0.142, 0.004, 0.674, 0.059, 0.893, 0.037], "relative_energy_kj_mol": 236.8, "multiplicity": 3, "homo_ev": [-8.909, -8.432], "gap_ev": [8.186, 7.420]}

| no. | E_tot (eV) |
| --- | --- |
| 1 | -19872.11138 |
| 2 | -41003.94833 |
| 3 | -24899.92723 |
| 4 | -33671.68433 |
| 5 | -202830.29174 |
| 6 | -52403.39860 |